This record from the Open Molecules 2025 dataset describes 9 unconnected molecules or ions with the total composition C34H74O22P2 at a distorted geometry. The level of theory is ωB97M-V/def2-TZVPD.

Summary:
Total charge = 0
Energy above the lowest of the compared OMol25 structures with the same formula, charge and spin = 67.6 kcal per mole
Largest force on an atom = 6.9 eV/A
Lowest unoccupied orbital energy = -0.03 eV
2S+1 = 1

Cartesian coordinates (Å):
H (-27.137, -24.750, -16.397)
H (-32.485, -19.035, -7.754)
O (-16.097, -31.057, -19.657)
C (-14.833, -31.437, -20.307)
C (-29.590, -19.258, -10.709)
H (-18.215, -29.818, -19.575)
C (-20.119, -14.387, -10.350)
C (-24.089, -29.997, -6.735)
C (-15.720, -35.276, -10.701)
H (-14.074, -35.430, -9.302)
C (-17.276, -31.629, -19.998)
H (-19.514, -14.507, -9.451)
H (-23.323, -27.739, -14.951)
H (-11.639, -18.706, -17.056)
O (-22.209, -26.690, -13.407)
O (-24.903, -24.390, -23.187)
O (-26.947, -31.570, -6.693)
C (-12.693, -18.564, -17.298)
H (-14.996, -31.335, -21.380)
H (-18.998, -33.197, -10.439)
O (-14.189, -20.262, -16.577)
H (-23.533, -24.564, -20.776)
O (-17.514, -32.650, -20.653)
H (-22.194, -22.857, -13.140)
H (-23.065, -28.569, -13.430)
C (-17.865, -34.686, -11.550)
C (-15.491, -18.246, -14.212)
C (-18.860, -33.529, -11.468)
H (-22.043, -24.216, -21.582)
H (-22.957, -25.682, -22.088)
O (-29.218, -26.438, -13.846)
O (-28.062, -29.312, -6.294)
H (-26.120, -31.849, -8.560)
C (-21.073, -15.522, -10.694)
H (-23.008, -24.348, -13.386)
C (-26.529, -22.669, -23.750)
H (-20.721, -13.588, -9.918)
H (-13.341, -31.078, -18.816)
H (-28.015, -31.749, -8.555)
H (-27.760, -18.868, -9.610)
H (-22.114, -15.225, -10.823)
H (-30.118, -18.815, -11.554)
C (-19.068, -25.458, -15.654)
H (-26.851, -22.134, -24.644)
H (-25.039, -23.508, -25.059)
C (-14.294, -19.168, -13.982)
H (-17.938, -11.312, -12.167)
H (-15.147, -34.173, -8.759)
C (-28.542, -23.906, -15.113)
C (-18.423, -30.863, -19.342)
H (-26.522, -23.201, -16.001)
H (-13.027, -17.527, -17.312)
H (-18.589, -30.888, -18.265)
O (-19.685, -26.778, -12.777)
H (-16.278, -18.326, -13.462)
H (-18.115, -12.733, -13.332)
O (-17.790, -12.712, -10.107)
H (-26.824, -26.202, -12.160)
H (-26.780, -30.453, -8.578)
O (-20.901, -24.490, -13.074)
C (-27.453, -23.721, -16.224)
H (-27.478, -24.743, -11.623)
H (-19.745, -33.854, -12.015)
H (-26.096, -24.807, -24.582)
O (-17.934, -35.578, -12.390)
O (-20.373, -25.817, -15.156)
H (-12.941, -30.644, -20.448)
C (-22.060, -23.846, -13.580)
H (-14.654, -20.195, -13.906)
H (-23.303, -29.246, -6.659)
C (-22.594, -27.910, -14.159)
C (-17.726, -12.359, -12.385)
C (-23.030, -24.653, -21.739)
H (-18.547, -32.712, -12.119)
H (-23.963, -30.724, -5.933)
C (-27.786, -25.706, -12.031)
H (-29.288, -24.557, -15.568)
H (-18.526, -25.031, -14.810)
P (-20.751, -26.039, -13.546)
O (-23.334, -22.819, -23.176)
C (-13.515, -19.330, -16.254)
H (-14.644, -32.499, -20.146)
H (-18.586, -26.354, -16.042)
O (-13.300, -18.873, -15.039)
C (-28.235, -18.650, -10.567)
O (-25.439, -29.474, -6.788)
C (-27.047, -31.428, -8.170)
C (-29.229, -29.435, -5.650)
H (-13.961, -29.536, -19.644)
H (-27.794, -23.281, -17.161)
C (-15.120, -35.123, -9.292)
O (-27.968, -24.580, -13.968)
C (-18.261, -12.980, -11.207)
H (-21.665, -28.406, -14.441)
H (-32.509, -17.197, -7.941)
H (-28.524, -26.130, -11.350)
H (-29.839, -29.759, -6.493)
H (-15.636, -35.765, -8.578)
H (-25.884, -21.981, -23.206)
H (-29.515, -20.320, -10.945)
P (-26.696, -30.173, -5.885)
C (-28.293, -25.684, -13.431)
C (-23.757, -23.881, -22.761)
O (-31.589, -17.339, -10.205)
H (-29.168, -30.151, -4.830)
H (-19.266, -24.646, -16.353)
H (-23.984, -30.608, -7.632)
C (-25.622, -23.893, -24.222)
C (-13.742, -30.602, -19.711)
O (-30.483, -19.190, -9.558)
H (-16.650, -12.527, -12.394)
H (-20.668, -16.094, -11.529)
H (-15.118, -34.839, -11.497)
H (-28.183, -17.562, -10.512)
H (-21.784, -23.811, -14.633)
H (-21.178, -16.232, -9.873)
C (-31.934, -18.122, -7.981)
H (-29.641, -28.523, -5.218)
C (-31.302, -18.164, -9.313)
O (-16.829, -34.441, -10.760)
H (-13.967, -18.901, -12.978)
H (-12.881, -19.088, -18.235)
H (-27.628, -18.973, -11.413)
H (-19.318, -31.100, -19.917)
H (-15.972, -18.415, -15.175)
H (-31.241, -18.178, -7.142)
H (-15.887, -36.320, -10.967)
O (-26.505, -30.368, -4.430)
H (-27.336, -22.941, -23.069)
H (-15.216, -17.192, -14.175)
O (-19.388, -13.856, -11.487)
H (-29.150, -23.021, -14.927)


This record from the Open Molecules 2025 dataset describes a molecular structure, C34H76BGaNO9 at a distorted geometry. The level of theory is ωB97M-V/def2-TZVPD.

Summary:
Total charge = -1
Largest force on an atom = 1.3 eV/A
Lowest unoccupied orbital energy = 2.19 eV
2S+1 = 1

Cartesian coordinates (Å):
H (-2.003, -3.488, 4.754)
C (-1.589, 0.600, 2.024)
C (-4.017, -4.681, 0.555)
H (1.990, 4.142, 1.777)
O (-1.355, 1.858, -3.164)
H (-7.148, -5.110, -0.009)
O (-4.883, -5.725, -1.503)
H (-2.056, 4.891, -7.651)
O (2.542, -1.747, 3.481)
O (2.559, -3.511, 2.293)
C (4.185, -3.839, -0.758)
H (-0.977, 2.338, -5.880)
H (6.414, 6.498, 2.315)
H (3.793, -0.099, 3.084)
H (-2.704, -1.604, 3.518)
H (0.190, 3.631, -5.603)
C (1.059, 3.050, 4.324)
C (6.723, 7.242, 3.049)
H (-0.472, -0.983, 2.920)
C (-1.645, -4.487, 4.503)
C (6.160, 3.789, 4.019)
H (-1.043, 6.245, -8.137)
H (-3.989, 6.415, -7.310)
H (-1.491, 3.809, -5.060)
H (6.521, 3.391, 4.970)
H (1.456, 0.809, 0.507)
O (2.605, 3.638, 2.330)
H (0.027, 3.315, -3.153)
H (0.569, 1.837, -3.918)
H (-1.144, 8.863, -7.319)
C (-3.978, 0.658, 1.690)
H (5.631, 2.999, 3.485)
H (-4.683, 1.746, -0.058)
H (1.393, 4.063, 4.610)
C (-0.663, 3.106, -5.170)
H (7.034, 4.064, 3.425)
H (-4.210, -0.718, 3.811)
C (-1.312, 7.436, -5.683)
C (-1.484, 1.387, 0.899)
H (-0.486, 0.526, 3.843)
H (1.234, 2.320, 5.122)
H (4.627, -5.869, -0.106)
C (-0.334, -4.368, 3.747)
H (-1.215, 7.455, -4.597)
O (-2.611, 6.936, -5.945)
H (-0.030, 3.124, 4.187)
H (-5.387, -6.947, 0.087)
H (5.582, -5.769, -2.087)
C (3.724, -5.512, -3.171)
H (-3.887, -3.975, -1.460)
H (-0.554, 6.734, -6.048)
H (5.932, 7.991, 3.111)
C (-2.576, 1.787, 0.167)
H (-2.428, 5.798, -9.130)
H (-1.315, -7.155, 5.017)
H (-1.616, -6.427, 2.592)
C (-7.179, -5.984, -0.660)
O (4.982, -3.797, -1.935)
C (5.235, 4.968, 4.252)
H (-2.429, 1.106, -4.765)
H (-3.026, 7.801, -7.778)
H (4.834, 5.345, 3.308)
C (-0.395, 0.110, 2.826)
C (-0.288, 2.513, -3.821)
H (-1.502, -5.014, 5.454)
C (-2.974, 6.812, -7.307)
H (-0.158, -0.056, -4.791)
C (-1.939, 0.765, -3.844)
H (7.797, 5.899, 4.367)
C (-1.068, 8.832, -6.230)
H (7.290, 7.404, 5.109)
H (0.075, -5.345, 3.480)
H (5.705, -4.780, -3.529)
H (4.233, -2.837, -0.329)
H (3.369, -1.067, 1.699)
B (1.788, 2.652, 2.954)
H (3.233, -4.756, -3.787)
O (-2.687, -5.096, 3.755)
H (3.049, -5.754, -2.350)
H (-1.489, -1.197, -4.613)
H (-4.981, 0.377, 2.004)
C (2.957, -0.625, 2.618)
H (-5.504, -3.878, -0.797)
H (-2.732, 0.399, -3.190)
N (1.847, -2.686, 2.745)
C (-2.883, 0.252, 2.408)
H (-3.053, -7.416, 5.123)
H (-0.474, -3.808, 2.824)
H (-3.335, -6.717, 2.756)
C (-3.844, 1.429, 0.555)
H (7.632, 7.720, 2.678)
H (-3.099, -5.270, 0.508)
H (-3.788, -3.712, 0.998)
H (-0.520, -0.728, -3.204)
C (5.065, -4.999, -2.672)
H (5.698, -4.637, 0.557)
H (-7.602, -5.669, -1.616)
C (4.665, -4.844, 0.272)
H (4.041, -4.796, 1.162)
H (-1.801, 9.533, -5.829)
O (5.832, 6.028, 4.994)
C (-5.800, -6.590, -0.864)
H (3.862, -6.416, -3.767)
H (-5.886, -7.464, -1.511)
C (-2.072, 5.884, -8.102)
H (-7.849, -6.715, -0.204)
H (-0.069, 9.174, -5.958)
C (-0.969, -0.368, -4.130)
C (-3.136, -0.603, 3.631)
H (-2.065, -8.410, 4.035)
H (0.405, -3.854, 4.359)
H (-2.720, -0.143, 4.535)
C (-2.444, -6.416, 3.309)
C (-2.204, -7.405, 4.437)
C (6.975, 6.622, 4.415)
H (-2.414, 2.390, -0.722)
C (-4.605, -4.503, -0.833)
H (-0.518, 1.723, 0.539)
H (3.135, -4.013, -1.017)
H (4.378, 4.636, 4.837)
Ga (1.460, 0.712, 2.130)
H (-4.704, -5.199, 1.227)


This record from the Open Molecules 2025 dataset describes 3 unconnected molecules or ions with the total composition C34H78BBrN9O4P2 at a distorted geometry. The level of theory is ωB97M-V/def2-TZVPD.

Summary:
Total charge = +1
Largest force on an atom = 8.1 eV/A
Lowest unoccupied orbital energy = -3.46 eV
2S+1 = 1

Cartesian coordinates (Å):
H (-1.625, -2.342, -3.102)
Br (-1.172, 6.820, 1.123)
H (-6.270, -0.889, 2.857)
C (-0.420, -0.907, -2.009)
H (-0.852, -0.143, -2.676)
H (-0.869, 1.517, -1.079)
H (2.360, -6.305, 3.836)
H (2.184, 3.730, 3.018)
H (-1.665, -2.244, 2.465)
N (3.895, 4.598, -3.374)
H (1.052, -6.815, 2.751)
C (4.074, 4.148, -4.779)
H (-6.694, 2.922, -1.136)
H (1.466, -8.777, 1.545)
C (4.560, -7.947, 1.153)
H (-5.397, 0.356, 3.746)
H (-2.057, -0.700, -0.532)
C (1.234, 3.787, 2.490)
H (0.434, -9.348, 0.281)
H (-2.195, -3.481, 3.697)
H (-7.309, 0.468, 0.469)
C (3.715, 4.299, -0.413)
C (2.482, -4.533, 2.182)
H (-6.519, 0.768, -1.688)
B (1.340, 1.258, 2.410)
H (-6.001, 1.708, 1.997)
H (4.606, 6.241, -2.241)
O (2.313, 0.838, 1.571)
H (4.767, 4.271, -0.735)
H (3.829, 3.084, -4.871)
C (-5.411, -0.209, 2.798)
C (-0.519, 0.865, -0.264)
H (1.887, -8.119, -2.166)
H (4.540, -6.270, -1.716)
H (4.935, -7.233, 1.895)
C (-4.672, 3.261, -1.762)
O (-2.198, -1.491, 4.325)
C (2.142, -6.736, 2.856)
H (-0.421, 5.634, -2.606)
N (-0.597, 2.701, 1.434)
H (-4.828, 0.539, -1.271)
C (-3.622, -1.446, 4.199)
H (5.787, -7.274, -0.992)
C (-2.238, 3.791, -1.137)
H (-3.976, -0.759, 4.980)
P (2.278, 4.090, -2.857)
H (1.193, 5.964, 2.514)
C (-4.093, -1.034, 2.790)
C (-5.475, 0.808, 1.640)
C (0.585, 2.646, 2.076)
H (-1.223, 0.707, 1.839)
H (-3.999, -2.452, 4.453)
C (1.386, -8.843, 0.464)
N (3.903, -7.316, 0.026)
H (0.665, -0.706, -1.992)
H (-6.077, -0.776, 0.321)
H (3.422, 4.706, -5.462)
H (2.179, -9.508, 0.089)
H (0.188, -8.366, -1.719)
C (1.044, -7.703, -1.593)
H (-4.613, 4.307, -1.415)
O (0.890, 3.487, -2.755)
H (-3.190, 3.280, 0.717)
N (2.749, -5.923, 1.808)
C (0.320, 5.904, -3.371)
H (2.873, -3.835, 1.444)
H (0.761, -6.746, -2.032)
C (0.697, 5.039, 2.222)
H (5.106, 4.266, -5.109)
N (1.383, -7.548, -0.179)
H (-2.950, 5.005, 0.601)
H (-3.287, -0.456, 2.320)
H (1.272, 7.567, -1.882)
C (-5.759, 1.015, -0.930)
H (4.080, 1.934, -1.813)
H (-0.610, -2.724, 3.802)
H (5.461, 5.920, -3.701)
C (-1.208, 1.434, 1.015)
C (-0.508, 5.081, 1.524)
H (3.271, 1.824, -0.237)
H (3.878, 6.689, -3.810)
N (-0.777, -3.380, -1.425)
C (1.767, 6.613, -1.686)
H (3.421, 5.336, -0.266)
C (-0.962, -0.573, -0.592)
H (1.406, -4.349, 2.293)
P (2.483, -6.253, 0.085)
H (5.417, -8.517, 0.785)
H (2.567, -7.736, 2.923)
H (0.110, -2.662, -3.135)
C (3.151, 2.159, -1.267)
H (2.799, 0.140, 2.038)
H (-5.548, 2.940, 0.193)
H (2.783, 6.907, -1.430)
C (-5.701, 2.557, -0.826)
H (1.291, 6.155, -0.806)
C (-0.725, -2.371, -2.476)
H (0.146, 5.283, -4.246)
O (1.486, -5.127, -0.096)
C (-2.467, 4.049, 0.404)
N (2.831, 3.586, -1.305)
H (0.575, 0.956, -0.208)
H (-2.257, 1.559, 0.741)
H (0.242, -0.229, 3.364)
H (0.132, 6.940, -3.661)
C (4.950, -6.615, -0.760)
C (-1.150, 3.905, 1.155)
H (-0.525, -1.225, 0.179)
H (-1.682, -3.340, -0.971)
H (3.931, -8.690, 1.637)
H (-0.019, -3.274, -0.761)
C (-3.208, 2.714, -1.696)
C (-1.656, -2.534, 3.528)
H (-4.458, 1.119, 1.351)
H (-4.244, -1.940, 2.181)
H (-1.197, 3.483, -1.314)
H (2.343, 1.565, -1.695)
C (-6.222, 0.316, 0.379)
H (0.713, 1.006, 4.367)
N (1.694, 5.762, -2.866)
N (0.984, 0.440, 3.569)
H (3.677, 3.849, 0.584)
C (4.456, 5.931, -3.272)
H (-5.067, 3.290, -2.786)
H (-3.161, 1.815, -1.065)
H (-2.885, 2.390, -2.697)
H (5.334, -5.739, -0.220)
H (2.958, -4.302, 3.139)
H (-2.397, 4.718, -1.704)